Run P
A 2-piece molecular cluster, C7H17NO overall. Source: OMol25; level of theory: ωB97M-V with the def2-TZVPD basis set.

Calculated values
E_HOMO: -0.33031 hartree
SMILES string: CC(C)=NO.CC(C)C
Frontier orbital gap: 9.87 eV
Lowest unoccupied orbital energy: 0.9 eV

Atoms and positions in Å:
C: -1.0831 0.1607 2.2285
C: -1.0242 1.0603 1.0220
C: -2.1769 1.0138 0.0521
N: -0.1178 2.0254 1.0443
O: -0.3816 2.9749 0.0325
H: -1.3958 -0.8428 1.9314
H: -0.1014 0.1017 2.7053
H: -1.7958 0.5719 2.9472
H: -2.8921 1.8008 0.3039
H: -2.6700 0.0404 0.0963
H: -1.8200 1.1772 -0.9673
H: 0.2784 3.6637 0.2231
C: 1.4345 -0.0199 -1.8512
C: 0.9008 -0.7126 -0.6008
C: -0.1421 -1.7603 -0.9700
C: 2.0319 -1.3352 0.2089
H: 0.6218 0.4578 -2.4074
H: 1.9348 -0.7305 -2.5183
H: 2.1529 0.7626 -1.5861
H: 0.5030 0.1836 0.0559
H: -0.9550 -1.3197 -1.5552
H: -0.5790 -2.2165 -0.0760
H: 0.2983 -2.5660 -1.5684
H: 2.7407 -0.5713 0.5460
H: 1.6445 -1.8566 1.0898
H: 2.5931 -2.0637 -0.3864

Quick look at the Mulliken charges, all values in e: atom 1 (C): -1.21, atom 2 (C): 1.08, atom 3 (C): -1.23, atom 4 (N): -0.60, atom 5 (O): -0.41, atom 6 (H): 0.28, atom 7 (H): 0.34, atom 8 (H): 0.37, atom 9 (H): 0.38, atom 10 (H): 0.35, atom 11 (H): 0.32, atom 12 (H): 0.37, atom 13 (C): -1.63, atom 14 (C): 2.03, atom 15 (C): -1.40, atom 16 (C): -1.66, atom 17 (H): 0.35, atom 18 (H): 0.41, atom 19 (H): 0.36, atom 20 (H): -0.66, atom 21 (H): 0.30, atom 22 (H): 0.28, atom 23 (H): 0.43, atom 24 (H): 0.36, atom 25 (H): 0.37, atom 26 (H): 0.41



Run Q
A 2-piece molecular cluster, C7H17NO overall. Source: OMol25; level of theory: ωB97M-V with the def2-TZVPD basis set.

Calculated values
E_HOMO: -0.35242 hartree
SMILES string: [H]/N=C/CC.CC(C)(C)O
Frontier orbital gap: 10.50 eV
Lowest unoccupied orbital energy: 0.9 eV

Atoms and positions in Å:
H: -2.6358 0.9976 -1.6652
N: -1.6347 0.8587 -1.7872
C: -1.2732 -0.3349 -1.9760
C: 0.1577 -0.6689 -2.2499
C: 0.5026 -2.1226 -1.9495
H: -1.9660 -1.1897 -1.9876
H: 0.3374 -0.4619 -3.3082
H: 0.8017 -0.0015 -1.6773
H: 0.3699 -2.3373 -0.8913
H: -0.1323 -2.8016 -2.5178
H: 1.5397 -2.3226 -2.2080
C: 0.1725 1.9094 0.5348
C: 0.4837 0.6473 1.3153
C: 0.7931 0.9765 2.7782
C: -0.7503 -0.3779 1.3047
O: 1.6064 0.0435 0.6982
H: -0.2868 1.6668 -0.4366
H: 1.0866 2.4624 0.3553
H: -0.5327 2.5333 1.0776
H: -0.0595 1.4623 3.2440
H: 1.0181 0.0689 3.3367
H: 1.6524 1.6427 2.8365
H: -1.6137 0.1202 1.7374
H: -0.9988 -0.7808 0.3272
H: -0.4747 -1.2351 1.9221
H: 1.8366 -0.7548 1.1864

Quick look at the Mulliken charges, all values in e: atom 1 (H): 0.21, atom 2 (N): -0.55, atom 3 (C): -0.39, atom 4 (C): 0.00, atom 5 (C): -1.23, atom 6 (H): 0.42, atom 7 (H): 0.43, atom 8 (H): 0.11, atom 9 (H): 0.26, atom 10 (H): 0.38, atom 11 (H): 0.34, atom 12 (C): -1.59, atom 13 (C): 1.65, atom 14 (C): -1.75, atom 15 (C): -1.38, atom 16 (O): -0.57, atom 17 (H): 0.34, atom 18 (H): 0.36, atom 19 (H): 0.41, atom 20 (H): 0.38, atom 21 (H): 0.44, atom 22 (H): 0.39, atom 23 (H): 0.42, atom 24 (H): 0.15, atom 25 (H): 0.42, atom 26 (H): 0.36



Most favorable first, least favorable last: run Q, run P



Run P
The molecule C4H7ClN2. Source: OMol25; level of theory: ωB97M-V with the def2-TZVPD basis set.

Calculated values
E_HOMO: -0.35537 hartree
SMILES string: N#CCCCNCl
Frontier orbital gap: 10.29 eV
Lowest unoccupied orbital energy: 0.6 eV

Atoms and positions in Å:
N: 1.6997 2.5835 0.4293
C: 1.4182 1.6412 -0.1551
C: 1.0400 0.4506 -0.8740
C: 0.6856 -0.6990 0.0785
C: -0.6528 -0.4325 0.7775
N: -1.7238 -0.5941 -0.2003
Cl: -2.9641 0.6328 -0.0733
H: 0.1675 0.6786 -1.4926
H: 1.8724 0.1718 -1.5257
H: 0.6112 -1.6211 -0.4998
H: 1.4681 -0.8219 0.8294
H: -0.7693 -1.1010 1.6379
H: -0.6561 0.5958 1.1468
H: -2.1967 -1.4847 -0.0785

Quick look at the Mulliken charges, all values in e: atom 1 (N): -0.42, atom 2 (C): 0.29, atom 3 (C): -0.46, atom 4 (C): -0.62, atom 5 (C): -0.55, atom 6 (N): -0.37, atom 7 (Cl): -0.12, atom 8 (H): 0.27, atom 9 (H): 0.27, atom 10 (H): 0.33, atom 11 (H): 0.35, atom 12 (H): 0.31, atom 13 (H): 0.40, atom 14 (H): 0.31



Run Q
The molecule C4H7ClN2. Source: OMol25; level of theory: ωB97M-V with the def2-TZVPD basis set.

Calculated values
E_HOMO: -0.35561 hartree
SMILES string: [H]/N=C(\NCl)C(=C)C
Frontier orbital gap: 10.25 eV
Lowest unoccupied orbital energy: 0.6 eV

Atoms and positions in Å:
H: 1.9821 -1.8494 -0.4805
N: 0.9442 -1.4794 -0.4486
C: 0.7650 -0.3563 0.0377
N: 1.9658 0.7693 0.1078
Cl: 3.4244 -0.0242 -0.3182
C: -0.6321 0.2259 0.0587
C: -0.9818 1.4244 0.6359
C: -1.6115 -0.7390 -0.5219
H: 2.0802 1.0043 1.1241
H: -1.9676 1.8628 0.7188
H: -0.3160 2.0952 0.9867
H: -1.2496 -1.2045 -1.4431
H: -1.8311 -1.4644 0.1820
H: -2.5719 -0.2648 -0.6393

Quick look at the Mulliken charges, all values in e: atom 1 (H): 0.25, atom 2 (N): -0.56, atom 3 (C): 0.33, atom 4 (N): -0.33, atom 5 (Cl): -0.16, atom 6 (C): 0.84, atom 7 (C): -1.09, atom 8 (C): -1.25, atom 9 (H): 0.31, atom 10 (H): 0.28, atom 11 (H): 0.35, atom 12 (H): 0.31, atom 13 (H): 0.31, atom 14 (H): 0.39



Run R
The molecule C4H7ClN2. Source: OMol25; level of theory: ωB97M-V with the def2-TZVPD basis set.

Calculated values
E_HOMO: -0.37853 hartree
SMILES string: CCCC1(Cl)N=N1
Frontier orbital gap: 10.44 eV
Lowest unoccupied orbital energy: 0.1 eV

Atoms and positions in Å:
C: -0.7464 1.9358 -0.1404
C: 0.1616 0.7894 0.3399
C: -0.3239 -0.5730 -0.1110
C: 0.7117 -1.7502 -0.0109
Cl: 1.4953 -1.9428 1.6142
N: 1.4406 -2.2730 -1.1470
N: 0.4819 -2.9044 -0.7302
H: -0.3207 2.9549 -0.1641
H: -1.5817 1.9537 0.6388
H: -1.2052 1.5810 -1.0537
H: 0.5367 0.7875 1.4313
H: 1.0834 0.8816 -0.1371
H: -0.5947 -0.7354 -1.1011
H: -1.1387 -0.7050 0.5713

Quick look at the Mulliken charges, all values in e: atom 1 (C): -1.08, atom 2 (C): -0.53, atom 3 (C): -0.69, atom 4 (C): 0.69, atom 5 (Cl): -0.24, atom 6 (N): -0.23, atom 7 (N): -0.27, atom 8 (H): 0.34, atom 9 (H): 0.26, atom 10 (H): 0.31, atom 11 (H): 0.32, atom 12 (H): 0.41, atom 13 (H): 0.41, atom 14 (H): 0.30



Run S
The molecule C4H7ClN2. Source: OMol25; level of theory: ωB97M-V with the def2-TZVPD basis set.

Calculated values
E_HOMO (alpha / beta): -0.28767 / -0.28769 hartree
Frontier orbital gap (alpha / beta): 8.33 / 8.33 eV
Lowest unoccupied orbital energy (alpha / beta): 0.5 / 0.5 eV

Atoms and positions in Å:
C: 0.4632 -0.0029 0.5808
C: 0.2725 -0.3248 -0.8291
C: -0.9507 0.5134 1.0643
C: -0.5010 0.7034 -1.6034
N: -1.1614 1.8250 0.4389
N: -1.0378 1.6180 -0.8043
Cl: -1.8789 2.8490 -1.7141
H: 0.9809 -0.8627 1.0761
H: 1.1118 0.8618 0.6428
H: 1.1059 -0.6190 -1.4259
H: -0.2612 -1.2989 -0.8252
H: -1.8396 0.0159 0.8225
H: -0.9056 0.6586 2.0988
H: -0.4621 0.8800 -2.6951

Quick look at the Mulliken charges, all values in e: atom 1 (C): -0.53, atom 2 (C): -0.62, atom 3 (C): -0.69, atom 4 (C): -0.12, atom 5 (N): -0.85, atom 6 (N): 0.53, atom 7 (Cl): -0.11, atom 8 (H): 0.32, atom 9 (H): 0.31, atom 10 (H): 0.40, atom 11 (H): 0.24, atom 12 (H): 0.42, atom 13 (H): 0.32, atom 14 (H): 0.39



Most favorable first, least favorable last: run P, run R, run Q, run S